Version w
Formula: C6H6S
Source: the OMol25 dataset
Level of theory: the ωB97M-V functional and the def2-TZVPD basis

Structure (XYZ):
```
13
Properties=species:S:1:pos:R:3
C 2.493 0.978 -0.578
C 1.643 0.184 -0.883
C 0.924 -0.992 -1.263
C -0.228 -1.592 -0.898
S -1.407 -1.234 0.378
C -0.944 0.313 1.002
C -1.942 1.031 1.557
H 3.228 1.785 -0.404
H 1.512 -1.513 -1.987
H -0.472 -2.459 -1.358
H 0.052 0.613 0.629
H -3.022 0.889 1.780
H -1.836 1.997 2.025
```

Calculated values
LUMO energy: 0.649 eV
HOMO level: -0.296 hartree
Structure (SMILES): C#C/C=C\SC=C
Net charge: 0

In the natural (NBO) picture, each atom carries the following charge in e:
1. C -0.208
2. C -0.072
3. C -0.330
4. C -0.286
5. S 0.319
6. C -0.386
7. C -0.409
8. H 0.249
9. H 0.234
10. H 0.214
11. H 0.256
12. H 0.217
13. H 0.201

Version x
Formula: C6H6S
Source: the OMol25 dataset
Level of theory: the ωB97M-V functional and the def2-TZVPD basis

Structure (XYZ):
```
13
Properties=species:S:1:pos:R:3
C -1.171 -0.721 0.120
C -0.039 -1.465 0.101
C 1.075 -0.623 -0.370
S 2.708 -0.020 -0.034
C 1.080 0.614 0.434
C -0.001 1.471 -0.056
C -1.173 0.732 -0.192
H -2.159 -1.174 0.169
H -0.039 -2.544 0.184
H 0.849 -0.369 -1.419
H 0.901 0.398 1.489
H 0.129 2.536 -0.148
H -2.161 1.165 -0.279
```

Calculated values
LUMO energy: 0.416 eV
HOMO level: -0.326 hartree
Structure (SMILES): C1=C[C@@H]2S[C@H]2C=C1
Net charge: 0

In the natural (NBO) picture, each atom carries the following charge in e:
1. C -0.237
2. C -0.171
3. C -0.383
4. S 0.212
5. C -0.361
6. C -0.166
7. C -0.233
8. H 0.217
9. H 0.222
10. H 0.228
11. H 0.232
12. H 0.221
13. H 0.220

Version y
Formula: C6H6S
Source: the OMol25 dataset
Level of theory: the ωB97M-V functional and the def2-TZVPD basis

Structure (XYZ):
```
13
Properties=species:S:1:pos:R:3
C -0.055 1.851 -0.870
C -0.018 0.545 -0.173
C 1.044 -0.469 -0.119
C 0.118 1.859 0.576
C -1.073 -0.553 -0.240
C 0.068 -1.588 -0.302
S 2.624 -0.344 0.184
H 1.111 1.987 0.998
H -0.678 2.266 1.187
H -1.686 -0.611 0.658
H -1.711 -0.511 -1.121
H 0.164 -2.090 -1.263
H 0.091 -2.340 0.486
```

Calculated values
LUMO energy: -0.885 eV
HOMO level: -0.325 hartree
Net charge: 0

In the natural (NBO) picture, each atom carries the following charge in e:
1. C 0.285
2. C -0.368
3. C -0.008
4. C -0.569
5. C -0.359
6. C -0.474
7. S 0.031
8. H 0.288
9. H 0.259
10. H 0.215
11. H 0.221
12. H 0.242
13. H 0.237

The structure with the greatest stability is version x.

Version w
Formula: CH6P2
Source: the OMol25 dataset
Level of theory: the ωB97M-V functional and the def2-TZVPD basis

Structure (XYZ):
```
9
Properties=species:S:1:pos:R:3
C 0.961 1.332 0.273
P 0.335 -0.069 1.462
P -0.761 -1.037 -0.051
H 1.096 2.244 0.779
H 0.293 1.361 -0.518
H 1.925 1.071 -0.238
H -0.428 -2.047 -1.096
H -1.406 -2.051 0.561
H -2.014 -0.805 -1.171
```

Calculated values
LUMO energy: -0.357 eV
HOMO level: -0.278 hartree
Structure (SMILES): CP=[PH3]
Net charge: 0

In the natural (NBO) picture, each atom carries the following charge in e:
1. C -0.872
2. P 0.007
3. P 0.231
4. H 0.223
5. H 0.204
6. H 0.211
7. H -0.017
8. H 0.009
9. H 0.004

Version x
Formula: CH6P2
Source: the OMol25 dataset
Level of theory: the ωB97M-V functional and the def2-TZVPD basis

Structure (XYZ):
```
9
Properties=species:S:1:pos:R:3
P 3.209 -0.861 -1.223
P 1.881 0.538 -1.288
H 0.618 0.639 -2.224
H 1.685 1.801 -0.401
C -1.477 -0.446 0.986
H -0.814 0.305 1.596
H -2.547 -0.091 1.109
H -1.157 -0.404 0.022
H -1.398 -1.481 1.421
```

Calculated values
LUMO energy: -0.810 eV
HOMO level: -0.301 hartree
Structure (SMILES): P#[PH2].C
Net charge: 0

In the natural (NBO) picture, each atom carries the following charge in e:
1. P -0.071
2. P 0.041
3. H 0.012
4. H 0.018
5. C -0.843
6. H 0.209
7. H 0.215
8. H 0.201
9. H 0.219

Version y
Formula: CH6P2
Source: the OMol25 dataset
Level of theory: the ωB97M-V functional and the def2-TZVPD basis

Structure (XYZ):
```
9
Properties=species:S:1:pos:R:3
C 0.352 -1.065 -0.504
P -0.418 -1.301 1.082
P -0.111 2.236 -1.117
H 0.297 -1.737 -1.271
H 1.398 -0.799 -0.476
H 0.364 -0.417 1.764
H -1.694 -0.668 1.003
H 0.961 1.871 -0.257
H -1.148 1.880 -0.224
```

Calculated values
LUMO energy (alpha / beta): -1.019 / -0.418 eV
HOMO level (alpha / beta): -0.298 / -0.319 hartree
Net charge: 0

In the natural (NBO) picture, each atom carries the following charge in e:
1. C -0.672
2. P 0.332
3. P 0.095
4. H 0.184
5. H 0.194
6. H -0.022
7. H -0.005
8. H -0.052
9. H -0.053

The structure with the greatest stability is version x.